Molecular formula: C24H47N4O5STc
Method: DFT, ωB97M-V/def2-TZVPD

The spin multiplicity is 2. As for the expectation value of S²: 1.067. For the lowest unoccupied orbital energy (alpha / beta), the calculation gives -11.914 / -11.437 eV. As for the total charge: +3. As for the HOMO energy (alpha / beta): -17.41 / -17.38 eV. As for the total energy: -2015.86574 a.u.

Cartesian coordinates (Å):
Tc -0.41874 0.11171 0.47085
C 1.41299 3.30529 0.63622
C 2.56673 2.32375 0.43485
C 3.15377 2.38349 -0.99838
C 2.33622 2.17518 -2.29413
C 3.32866 1.99177 -3.43906
C 1.33632 3.27759 -2.60069
N 1.58676 0.86062 -2.09522
C 0.76290 0.28747 -3.19445
C -0.73925 0.29823 -2.91131
N -1.27175 -0.49182 -1.76718
C -2.63858 0.03407 -1.56369
C -2.57527 1.35576 -0.77656
O -3.50509 2.07169 -0.58024
O -1.35644 1.54292 -0.30507
C -1.35599 -1.99598 -1.92756
C -0.64968 -2.58454 -3.14189
C -1.07773 -2.71954 -0.58771
C 0.33425 -2.90649 0.02660
C 0.12867 -3.43838 1.44575
C 1.19986 -3.89954 -0.75114
N 1.02825 -1.56673 0.05137
C 2.24575 -1.49245 0.89329
C 2.99153 -0.16393 0.69578
N 2.15276 1.00252 1.01169
C 1.99942 1.12960 2.46818
C 0.55421 0.79261 2.89558
O -0.08131 1.44452 3.67084
O 0.10007 -0.26069 2.27285
H 1.60368 4.23361 0.10826
H 1.29060 3.56641 1.68218
H 0.46827 2.88124 0.29840
H 3.41301 2.67174 1.04785
H 4.03736 1.74423 -1.05287
H 3.54850 3.39897 -1.07829
H 3.96875 2.86699 -3.50391
H 2.85292 1.88804 -4.41034
H 3.97933 1.13470 -3.27761
H 1.83072 4.24452 -2.55983
H 0.51652 3.29426 -1.89011
H 0.92712 3.18755 -3.60452
H 2.32483 0.19854 -1.84262
H 0.97741 0.99880 -1.26441
H 1.11139 -0.71640 -3.42181
H 0.92579 0.88230 -4.09387
H -1.24489 -0.01285 -3.83369
H -1.02409 1.33981 -2.73251
H -3.21643 -0.64012 -0.92964
H -3.17903 0.16466 -2.50560
H -2.41649 -2.20612 -2.11488
H 0.42909 -2.50150 -3.14126
H -1.03638 -2.15375 -4.06116
H -0.88564 -3.64411 -3.18003
H -1.48791 -3.72400 -0.70198
H -1.69269 -2.22648 0.16899
H -0.55225 -4.28332 1.41698
H -0.29344 -2.67799 2.09886
H 1.05362 -3.80376 1.88077
H 0.64671 -4.81671 -0.92678
H 2.08265 -4.17478 -0.17981
H 1.52252 -3.52257 -1.71736
H 1.33768 -1.47125 -0.91897
H 2.93742 -2.30663 0.65066
H 1.94712 -1.60375 1.93731
H 3.35421 -0.10713 -0.33086
H 3.88880 -0.17669 1.32937
H 2.22342 2.12892 2.84143
H 2.64766 0.43025 3.00248
O -2.62531 -0.38318 1.30119
S -3.81031 -0.01928 2.15145
C -4.03836 -1.29669 3.44655
C -4.74667 -0.45810 4.48645
C -3.91959 0.81929 4.69692
C -3.32285 1.26133 3.36722
H -3.05917 -1.66161 3.75552
H -4.64496 -2.12090 3.08089
H -4.85941 -1.00264 5.42508
H -5.74649 -0.20477 4.12755
H -3.10666 0.61493 5.39446
H -4.55543 1.58819 5.13121
H -2.23015 1.29232 3.39408
H -3.70182 2.21682 3.01299

Löwdin population analysis, charges in e, atoms 1 to 2: atom 1 (Tc): 1.776, atom 2 (C): -0.012

---

Molecular formula: C3H7BrN3
Method: DFT, ωB97M-V/def2-TZVPD

For the lowest unoccupied orbital energy (alpha / beta), the calculation gives -7.002 / -6.953 eV. For the energy above the lowest of the compared OMol25 structures with the same formula, charge and spin, the calculation gives 371.3 kJ/mol. As for the total charge: +1. As for the HOMO energy (alpha / beta): -14.96 / -14.41 eV. As for the total energy: -2856.38651 a.u.

Cartesian coordinates (Å):
C -1.02525 0.50298 -0.88405
C 0.08464 1.74472 0.53043
C -0.20554 -1.81897 -0.29298
N -0.83368 1.70227 -0.52385
N -0.42103 -0.45793 -0.10738
N 0.33912 0.21675 0.78271
Br 2.80214 -0.42169 -0.04737
H -1.45642 0.40532 -1.96713
H 1.03526 2.40024 0.25728
H -0.35327 2.25972 1.43535
H -1.10305 -2.24077 -0.41323
H 0.50893 -1.93891 -1.10872
H 0.21147 -2.29769 0.52887
H 0.41667 -0.05603 1.81005

Löwdin population analysis, charges in e, atoms 1 to 2: atom 1 (C): -0.099, atom 2 (C): -0.133

---

Molecular formula: C5H15NO2
Method: DFT, ωB97M-V/def2-TZVPD

Its structure (SMILES) is CN1CCCC1.O.O. For the lowest unoccupied orbital energy, the calculation gives 0.656 eV. For the energy above the lowest of the compared OMol25 structures with the same formula, charge and spin, the calculation gives 217.9 kJ/mol. As for the HOMO energy: -8.58 eV. As for the total energy: -404.67207 a.u.

Cartesian coordinates (Å):
C -0.19384 0.84473 -0.33943
N -0.13054 0.15968 0.96866
C -0.20850 1.22440 2.02491
C 1.25580 1.65976 2.16505
C 2.10873 0.41478 2.03822
C 1.20962 -0.46122 1.06731
H -1.17284 1.11713 -0.64938
H 0.32533 0.36147 -1.26182
H 0.14151 1.89261 -0.43003
H -0.90405 2.02670 1.78646
H -0.46137 0.70219 2.96761
H 1.39592 2.15836 3.15411
H 1.54016 2.31664 1.35581
H 2.11088 -0.22601 2.92698
H 3.00104 0.77928 1.55200
H 1.60872 -0.87278 0.14337
H 1.08072 -1.31574 1.71136
O -6.35440 -2.66099 -2.72847
H -6.05964 -1.78146 -2.45591
H -5.57589 -3.20632 -2.57898
O 1.92675 -1.35363 -4.39266
H 1.03778 -1.67212 -4.17928
H 2.31811 -2.10746 -4.84589

Löwdin population analysis, charges in e, atoms 1 to 2: atom 1 (C): -0.139, atom 2 (N): -0.183